Density functional theory data (ωB97M-V with the def2-TZVPD basis set) for a structure of composition C40H47Cl4InNO4P2.

HOMO level: -4.12 eV
relative energy (zero: lowest compared OMol25 entry of this formula, charge and spin): 0.0000 eV
HOMO-LUMO gap: 6.48 eV

Structure (ORCA input):
```
! RIJCOSX wB97M-V def2-TZVPD def2/J DEFGRID3
* xyz -1 1
In 10.552 11.692 13.655
C 9.953 14.836 11.038
C 9.046 13.707 11.004
C 7.770 13.989 10.176
P 8.525 13.196 12.778
C 6.878 12.383 12.872
C 6.734 11.707 14.237
C 5.689 13.293 12.458
C 8.612 14.582 13.850
C 7.930 15.834 13.703
C 7.769 16.646 14.788
C 8.328 16.335 16.005
C 9.134 15.235 16.179
C 9.199 14.295 15.118
N 9.850 13.062 15.251
C 9.913 12.551 16.555
C 8.933 12.750 17.523
C 8.847 11.868 18.585
C 9.870 11.005 18.908
C 10.999 10.907 18.070
C 10.991 11.662 16.915
P 12.356 11.528 15.728
C 13.459 12.859 16.367
C 13.221 14.233 15.677
C 13.429 13.044 17.910
C 13.293 9.943 15.717
C 12.415 8.689 16.022
C 14.543 9.937 16.723
H 10.265 15.088 10.040
H 10.788 14.704 11.724
H 9.399 15.750 11.407
H 9.604 12.857 10.505
H 8.057 14.063 9.079
H 7.314 14.871 10.439
H 7.096 13.146 10.122
H 6.845 11.523 12.168
H 6.662 12.502 15.063
H 7.525 11.012 14.530
H 5.800 11.203 14.293
H 5.840 14.370 12.753
H 4.861 12.966 13.098
H 5.506 13.223 11.352
H 7.530 16.237 12.756
H 7.310 17.641 14.803
H 8.108 17.043 16.764
H 9.623 15.029 17.152
H 8.233 13.598 17.344
H 7.964 11.934 19.295
H 9.806 10.340 19.758
H 11.775 10.174 18.317
H 14.468 12.607 16.008
H 12.320 14.685 16.135
H 13.091 14.214 14.583
H 14.091 14.809 15.919
H 12.555 13.633 18.098
H 14.330 13.618 18.128
H 13.388 12.148 18.497
H 13.740 9.872 14.709
H 13.040 7.822 16.351
H 11.749 8.438 15.188
H 11.726 8.858 16.870
H 14.210 9.733 17.767
H 15.237 10.808 16.559
H 15.112 8.976 16.579
Cl 9.268 5.283 11.269
C 9.297 6.628 12.296
C 8.732 6.575 13.609
Cl 7.775 5.222 14.128
C 8.794 7.682 14.434
Cl 8.253 7.632 16.035
C 9.442 8.903 14.082
O 9.697 9.783 14.974
C 9.806 8.985 12.712
O 10.288 10.111 12.231
C 9.809 7.875 11.828
Cl 10.562 8.027 10.287
C 16.035 13.812 7.167
C 15.364 13.466 8.466
C 15.537 14.236 9.632
C 14.831 13.946 10.790
C 14.930 14.963 11.906
C 14.051 12.744 10.810
C 13.850 11.897 9.745
C 13.206 10.560 9.729
C 14.506 12.323 8.561
C 13.274 12.403 12.172
O 13.935 11.799 13.007
O 12.020 12.796 12.267
H 16.064 12.962 6.458
H 17.023 14.061 7.441
H 15.593 14.641 6.622
H 16.298 15.063 9.608
H 15.910 14.814 12.366
H 14.205 14.755 12.698
H 14.762 16.020 11.449
H 13.723 9.973 8.982
H 12.147 10.558 9.438
H 13.117 10.113 10.699
H 14.374 11.734 7.677
*
```



Density functional theory data (ωB97M-V with the def2-TZVPD basis set) for a cluster of 2 separate species, C7H12ClFN2 in total.

HOMO level: -19.46 eV
relative energy (zero: lowest compared OMol25 entry of this formula, charge and spin): 3.3425 eV
HOMO-LUMO gap: 10.52 eV

Structure (ORCA input):
```
! RIJCOSX wB97M-V def2-TZVPD def2/J DEFGRID3
* xyz 2 1
C 0.318 -1.626 -0.528
C 1.762 -1.235 -0.259
C -0.122 1.704 0.606
C 1.178 0.954 0.791
C -0.966 0.741 -1.579
C -0.025 -0.125 -0.803
C -2.813 -0.077 0.631
N -1.005 0.698 -0.070
N 1.419 0.239 -0.408
F 2.134 0.964 -1.360
Cl -3.917 0.011 -0.613
H 0.148 -2.504 -1.260
H -0.158 -1.825 0.457
H 1.979 -1.479 0.759
H 2.443 -1.658 -1.040
H -0.587 1.779 1.658
H -0.141 2.679 0.110
H 2.003 1.693 1.031
H 1.143 0.313 1.594
H -0.591 1.742 -1.919
H -1.798 0.397 -2.188
H -2.041 -0.867 0.928
H -3.007 0.692 1.313
*
```



Density functional theory data (ωB97M-V with the def2-TZVPD basis set) for a cluster of 2 separate species, C5H10N3O2 in total.

HOMO level (spin up / spin down): -14.23 / -15.25 eV
relative energy (zero: lowest compared OMol25 entry of this formula, charge and spin): 5.9457 eV
HOMO-LUMO gap (spin up / spin down): 8.07 / 8.62 eV

Structure (ORCA input):
```
! RIJCOSX wB97M-V def2-TZVPD def2/J DEFGRID3
* xyz 1 1
C -1.591 -0.571 -0.998
C 1.935 0.372 -0.208
C -2.479 1.020 0.289
C -0.943 1.196 0.436
C 3.036 -0.683 -0.020
N -2.701 -0.080 -0.674
N 0.733 -0.260 -0.726
N -0.500 -0.029 -0.380
O 1.977 1.547 -0.148
O -0.328 -1.371 1.270
H -1.606 -1.310 -1.792
H -3.027 0.796 1.229
H -2.830 1.913 -0.194
H -0.498 2.025 0.009
H -0.580 1.108 1.417
H 3.468 -0.944 -1.009
H 3.853 -0.562 0.675
H 2.368 -1.459 0.427
H 0.960 -1.242 -1.156
H -1.249 -1.468 1.553
*
```



Density functional theory data (ωB97M-V with the def2-TZVPD basis set) for a structure of composition CsF2NO4S2.

HOMO level: -10.54 eV
relative energy (zero: lowest compared OMol25 entry of this formula, charge and spin): 5.4177 eV
HOMO-LUMO gap: 10.01 eV

Structure (ORCA input):
```
! RIJCOSX wB97M-V def2-TZVPD def2/J DEFGRID3
* xyz 0 1
Cs 0.354 0.462 -3.016
N -0.791 -0.290 0.930
S 0.450 -1.057 0.773
O 1.432 -0.833 1.783
O 0.811 -1.401 -0.640
F -0.048 -2.508 1.307
S -0.483 1.004 -0.125
O -0.771 0.766 -1.526
O 0.688 1.819 0.242
F -1.642 2.038 0.272
*
```



Density functional theory data (ωB97M-V with the def2-TZVPD basis set) for an isolated molecule of C3H4N2O.

expectation value of S²: 2.019
HOMO level (spin up / spin down): -4.40 / -9.10 eV
relative energy (zero: lowest compared OMol25 entry of this formula, charge and spin): 3.0976 eV
HOMO-LUMO gap (spin up / spin down): 5.06 / 6.63 eV

Structure (ORCA input):
```
! RIJCOSX wB97M-V def2-TZVPD def2/J DEFGRID3
* xyz 0 3
C 2.154 1.239 0.000
C 1.206 0.252 -0.003
C 2.618 -0.086 0.000
N -0.564 -1.317 -0.001
N -0.091 0.001 -0.009
O 3.464 -0.930 0.001
H 2.311 2.293 0.001
H -1.116 -1.519 -0.830
H -1.110 -1.512 0.834
H -0.757 0.774 -0.004
*
```



Density functional theory data (ωB97M-V with the def2-TZVPD basis set) for a cluster of 4 separate species, C6H20N2O3 in total.

HOMO level: -9.05 eV
relative energy (zero: lowest compared OMol25 entry of this formula, charge and spin): 1.8963 eV
HOMO-LUMO gap: 9.61 eV
SMILES: C=CC[C@H](CN)NC.O.O.O

Structure (ORCA input):
```
! RIJCOSX wB97M-V def2-TZVPD def2/J DEFGRID3
* xyz 0 1
C -1.613 -0.350 -2.064
N -0.364 -0.505 -1.335
C -0.346 0.126 -0.016
C 1.084 -0.072 0.501
C 2.046 0.916 -0.154
C 3.327 1.040 0.126
C -1.434 -0.455 0.911
N -1.537 -1.892 0.918
H -2.534 -0.820 -1.687
H -1.872 0.710 -2.050
H -1.459 -0.666 -3.095
H -0.104 -1.471 -1.195
H -0.496 1.203 0.040
H 1.123 0.123 1.580
H 1.612 -1.003 0.371
H 1.639 1.440 -1.011
H 4.028 1.661 -0.423
H 3.850 0.612 0.979
H -2.374 -0.033 0.553
H -1.320 -0.095 1.942
H -2.323 -2.384 0.548
H -0.674 -2.369 1.076
H -0.360 -3.777 0.482
H 1.142 -3.797 -0.081
O 0.471 -4.246 0.432
H -0.323 2.434 -2.198
H -0.119 2.696 -0.732
O -0.781 2.782 -1.424
H -0.662 2.728 1.844
H 0.363 2.317 2.760
O 0.011 3.147 2.402
*
```



Density functional theory data (ωB97M-V with the def2-TZVPD basis set) for a cluster of 3 separate species, C14H16F17NO6S in total.

HOMO level: -10.83 eV
HOMO-LUMO gap: 10.77 eV
SMILES: FC(F)C(F)(F)COC(F)(F)C(F)F.FC(F)C(F)(F)COC(F)(F)C(F)F.CC(=O)OCCNS(=O)(=O)F

Structure (ORCA input):
```
! RIJCOSX wB97M-V def2-TZVPD def2/J DEFGRID3
* xyz 0 1
C 4.042 3.215 2.443
C 3.385 4.333 1.618
O 3.552 4.398 0.465
O 2.585 5.190 2.337
C 1.240 5.220 1.873
C 0.349 4.116 2.452
N 0.861 2.740 2.234
S 0.549 2.119 0.713
O 1.430 1.035 0.553
O -0.832 1.688 0.585
F 0.890 3.116 -0.454
H 4.943 3.595 2.943
H 3.334 2.997 3.254
H 4.227 2.326 1.844
H 0.816 6.172 2.224
H 1.191 5.273 0.777
H 0.231 4.278 3.531
H -0.664 4.202 2.020
H 0.398 2.088 2.867
C -1.540 0.911 -2.495
C -2.232 -0.465 -2.412
C -1.631 -1.574 -3.276
F -1.692 -1.277 -4.590
F -2.331 -2.722 -3.097
F -3.549 -0.312 -2.672
F -2.154 -0.883 -1.116
O -2.148 1.873 -3.351
C -1.830 1.868 -4.697
C -3.053 1.584 -5.571
F -3.579 0.376 -5.289
F -2.698 1.576 -6.877
F -0.816 1.020 -4.944
F -1.373 3.107 -4.988
H -1.605 1.360 -1.500
H -0.467 0.825 -2.676
H -0.589 -1.764 -3.001
H -3.823 2.343 -5.415
C 0.128 -4.391 3.310
C -0.153 -5.676 2.512
C 0.986 -6.188 1.630
F 1.314 -5.298 0.671
F 0.602 -7.325 1.002
F -1.279 -5.510 1.786
F -0.424 -6.654 3.423
O -0.365 -3.179 2.763
C 0.415 -2.509 1.834
C -0.275 -2.404 0.478
F -0.533 -3.628 -0.030
F 0.518 -1.762 -0.411
F 1.634 -3.076 1.752
F 0.601 -1.264 2.324
H -0.419 -4.500 4.246
H 1.175 -4.309 3.604
H 1.875 -6.412 2.227
H -1.216 -1.863 0.567
*
```



Density functional theory data (ωB97M-V with the def2-TZVPD basis set) for a structure of composition C26H29MnN2S5.

expectation value of S²: 6.115
HOMO level (spin up / spin down): -13.35 / -13.57 eV
HOMO-LUMO gap (spin up / spin down): 5.99 / 6.70 eV

Structure (ORCA input):
```
! RIJCOSX wB97M-V def2-TZVPD def2/J DEFGRID3
* xyz 2 5
Mn 0.915 -0.490 0.230
C 2.500 -2.016 -2.351
C 3.712 -1.600 -1.538
S 3.395 -0.245 -0.352
C 4.517 -0.869 0.954
C 4.541 -0.009 2.206
S 2.912 0.330 2.879
C 2.517 -1.101 3.894
C 2.308 -2.439 3.198
S 1.024 -2.482 1.895
C 1.813 -3.716 0.815
C 1.110 -3.824 -0.524
S 0.954 -2.265 -1.439
H 2.708 -2.938 -2.895
H 2.234 -1.260 -3.091
H 4.490 -1.258 -2.221
H 4.112 -2.439 -0.969
H 5.506 -0.893 0.493
H 4.212 -1.889 1.174
H 4.955 0.975 1.985
H 5.190 -0.477 2.949
H 1.615 -0.798 4.428
H 3.300 -1.237 4.642
H 1.991 -3.176 3.936
H 3.231 -2.797 2.747
H 1.776 -4.683 1.318
H 2.857 -3.436 0.688
H 0.079 -4.160 -0.406
H 1.616 -4.537 -1.174
C 0.454 0.962 1.332
C -0.019 1.831 2.041
C -0.567 2.867 2.862
C -1.764 3.488 2.496
C -2.297 4.482 3.297
C -1.640 4.860 4.462
C -0.452 4.243 4.832
C 0.088 3.250 4.035
H -2.262 3.189 1.582
H -3.223 4.965 3.016
H -2.053 5.645 5.080
H 0.052 4.541 5.741
H 1.020 2.771 4.307
S -4.984 0.717 -2.367
C -3.377 0.425 -1.713
C -2.227 1.010 -2.247
C -1.008 0.754 -1.667
N -0.882 -0.049 -0.598
C -1.981 -0.600 -0.061
C -3.234 -0.386 -0.585
C -4.613 0.654 -4.110
C -4.556 -0.571 -4.758
C -4.261 -0.572 -6.114
N -4.031 0.533 -6.824
C -4.119 1.699 -6.188
C -4.410 1.818 -4.834
H -2.282 1.671 -3.101
H -0.106 1.225 -2.038
H -1.843 -1.223 0.814
H -4.097 -0.846 -0.122
H -4.751 -1.493 -4.228
H -4.211 -1.508 -6.659
H -3.954 2.586 -6.788
H -4.496 2.792 -4.369
*
```



Density functional theory data (ωB97M-V with the def2-TZVPD basis set) for a structure of composition C2H4F2INO2Sb.

HOMO level: -5.19 eV
HOMO-LUMO gap: 8.05 eV

Structure (ORCA input):
```
! RIJCOSX wB97M-V def2-TZVPD def2/J DEFGRID3
* xyz -1 1
O -1.325 1.793 2.027
C -0.558 1.484 1.174
F 0.661 2.112 1.117
N -0.694 0.671 0.087
Sb 1.079 -0.572 -0.594
I 3.223 -2.294 -1.373
C -1.849 -0.103 0.115
O -2.351 -0.720 0.971
F -2.385 -0.135 -1.146
H -0.014 -1.922 -0.628
H 1.399 -0.865 1.089
H 2.138 0.788 -0.584
H 0.675 -0.236 -2.254
*
```



Density functional theory data (ωB97M-V with the def2-TZVPD basis set) for a structure of composition C21H27AsBN4O4S2V.

expectation value of S²: 2.022
HOMO level (spin up / spin down): -1.19 / -1.18 eV
relative energy (zero: lowest compared OMol25 entry of this formula, charge and spin): 0.0000 eV
HOMO-LUMO gap (spin up / spin down): 5.85 / 5.84 eV

Structure (ORCA input):
```
! RIJCOSX wB97M-V def2-TZVPD def2/J DEFGRID3
* xyz -2 3
V -1.682 0.521 -0.584
O -2.999 4.171 0.613
C -2.421 3.126 0.367
O -2.921 2.082 -0.193
C -0.914 2.934 0.730
O -0.293 3.770 1.359
O -0.429 1.808 0.291
C -0.074 -3.860 0.368
C -0.768 -2.518 0.380
S -0.360 -1.427 -0.934
C -1.634 -2.177 1.349
C -1.984 -3.132 2.464
S -2.431 -0.615 1.395
H 0.537 -3.958 -0.529
H -0.790 -4.689 0.381
H 0.586 -3.981 1.235
H -1.127 -3.743 2.762
H -2.787 -3.818 2.167
H -2.334 -2.582 3.339
B -2.098 -0.185 -4.047
N -3.385 -0.143 -3.178
C -4.648 -0.301 -3.586
C -5.480 -0.286 -2.478
C -4.610 -0.100 -1.404
N -3.356 -0.022 -1.839
N -1.223 1.054 -3.701
C -0.620 1.869 -4.575
C 0.194 2.745 -3.879
C 0.015 2.384 -2.542
N -0.838 1.366 -2.448
H -1.483 -1.199 -3.831
H -2.439 -0.076 -5.209
H -4.860 -0.415 -4.636
H -6.552 -0.383 -2.454
H -4.804 -0.004 -0.349
H -0.813 1.759 -5.629
H 0.815 3.530 -4.273
H 0.455 2.798 -1.649
C 4.827 2.212 1.200
As 2.916 2.304 0.675
C 2.237 2.271 2.508
C 2.720 0.389 0.187
C 2.768 -0.566 1.330
C 1.601 -0.848 2.044
C 1.627 -1.709 3.129
C 2.817 -2.309 3.526
C 3.982 -2.043 2.821
C 3.954 -1.180 1.732
H 5.008 1.397 1.904
H 5.101 3.156 1.674
H 5.453 2.074 0.316
H 2.835 1.603 3.131
H 1.199 1.957 2.489
H 2.264 3.290 2.892
H 3.505 0.183 -0.544
H 1.757 0.313 -0.317
H 0.665 -0.397 1.732
H 0.704 -1.917 3.656
H 2.832 -2.987 4.373
H 4.915 -2.513 3.113
H 4.865 -0.985 1.175
*
```



Density functional theory data (ωB97M-V with the def2-TZVPD basis set) for a cluster of 2 separate species, C5H9NOS2 in total.

HOMO level: -8.20 eV
relative energy (zero: lowest compared OMol25 entry of this formula, charge and spin): 1.6262 eV
HOMO-LUMO gap: 8.90 eV
SMILES: C=C1SCCS1.C=NO

Structure (ORCA input):
```
! RIJCOSX wB97M-V def2-TZVPD def2/J DEFGRID3
* xyz 0 1
C 0.016 1.912 0.475
C -1.021 2.063 -0.611
C -1.130 -0.463 0.304
C -1.405 -1.754 0.456
C 1.206 -1.395 -0.841
N 1.927 -0.481 -0.369
O 2.616 -0.694 0.778
S -0.538 0.580 1.591
S -1.470 0.400 -1.210
H 0.986 1.619 0.071
H 0.112 2.817 1.073
H -1.930 2.543 -0.245
H -0.632 2.616 -1.465
H -1.211 -2.252 1.389
H 2.476 -1.595 1.126
H -1.827 -2.325 -0.351
H 0.700 -1.198 -1.767
H 1.126 -2.393 -0.403
*
```



Density functional theory data (ωB97M-V with the def2-TZVPD basis set) for a cluster of 2 separate species, C6H15N2 in total.

HOMO level: -13.40 eV
relative energy (zero: lowest compared OMol25 entry of this formula, charge and spin): 6.3338 eV
HOMO-LUMO gap: 5.46 eV

Structure (ORCA input):
```
! RIJCOSX wB97M-V def2-TZVPD def2/J DEFGRID3
* xyz 1 1
C 0.232 -1.455 -0.401
N 1.441 -0.726 -0.710
C 2.376 -1.473 -1.558
C -0.774 -0.503 0.223
N -0.656 0.774 -0.316
C -1.343 1.732 0.421
C -0.924 1.312 1.889
C -0.341 -0.099 1.698
H 0.425 -2.168 0.414
H -0.098 -2.068 -1.252
H 1.139 0.069 -1.259
H 1.917 -1.733 -2.515
H 3.240 -0.844 -1.759
H 2.714 -2.381 -1.064
H -1.780 -0.948 0.216
H -1.344 3.055 -4.454
H -1.714 2.640 -3.942
H -1.136 2.754 0.132
H -2.426 1.537 0.380
H -1.868 1.241 2.417
H -0.290 1.967 2.479
H 0.748 -0.147 1.674
H -0.724 -0.785 2.441
*
```



Density functional theory data (ωB97M-V with the def2-TZVPD basis set) for a structure of composition C8H32O8Sn.

HOMO level: -15.78 eV
relative energy (zero: lowest compared OMol25 entry of this formula, charge and spin): 0.1052 eV
HOMO-LUMO gap: 10.43 eV

Structure (ORCA input):
```
! RIJCOSX wB97M-V def2-TZVPD def2/J DEFGRID3
* xyz 2 1
Sn 4.367 5.299 24.612
C 5.204 6.025 27.548
O 5.991 5.500 26.514
H 5.846 6.318 28.348
H 4.492 5.311 28.025
H 4.730 6.881 27.127
H 6.697 4.936 26.876
C 1.528 4.091 22.938
O 2.466 3.722 23.905
H 0.586 3.500 22.854
H 1.963 3.876 21.976
H 1.280 5.135 22.943
H 2.670 2.810 23.728
C 4.908 2.785 27.380
O 4.071 3.255 26.362
H 4.495 3.014 28.377
H 5.915 3.215 27.462
H 5.102 1.684 27.269
H 3.359 2.592 26.263
C 4.279 5.246 21.169
O 3.886 6.048 22.322
H 5.323 5.513 20.794
H 3.607 5.480 20.319
H 4.256 4.208 21.390
H 3.202 6.655 21.981
C 4.392 8.936 24.116
O 4.805 7.804 24.863
H 3.905 9.665 24.746
H 3.671 8.666 23.370
H 5.229 9.343 23.547
H 5.574 8.010 25.399
C 6.424 2.557 24.295
O 5.382 3.159 23.622
H 6.610 2.799 25.342
H 7.348 2.703 23.829
H 6.258 1.518 24.201
H 5.053 2.520 22.988
C 7.873 5.817 23.952
O 6.639 5.617 23.183
H 8.412 6.684 23.602
H 8.591 4.979 23.857
H 7.800 5.976 25.018
H 6.825 5.891 22.263
C 1.798 7.143 25.150
O 2.355 6.132 25.938
H 2.145 7.108 24.104
H 2.179 8.030 25.593
H 0.722 7.216 25.207
H 1.718 5.748 26.523
*
```